No. 1
C6H9N in the gas phase, computed with ωB97M-V with the def2-TZVPD basis set.

The value obtained for the total energy is -288.6467 hartree. The HOMO energy is -9.18 eV. The calculation puts the relative energy (zero: lowest compared OMol25 entry of this formula, charge and spin) at 84.94 kcal per mole. The value obtained for the largest force on an atom is 0.6 eV/Å. For the gap between HOMO and LUMO, the calculation gives 10.130 eV. The structure (SMILES) is CC#CC[C@H]1CN1. Its charge is 0.

Each line ends with the Löwdin charge.
Positions of all 16 atoms, in Å:
1 H -1.151629 1.406327 0.341567  0.105
2 H -2.909901 0.022372 -0.357433  0.087
3 N -2.127366 -0.084274 -0.996372  0.027
4 C 1.231844 -0.986424 -0.280361  -0.047
5 H 0.078149 -1.309491 -2.058567  0.118
6 H -0.067968 -2.622143 -0.879034  0.106
7 C -1.011991 0.730820 -0.502475  -0.178
8 C 1.543652 -0.074288 0.449476  -0.114
9 C 1.717892 1.060350 1.346083  -0.101
10 C -1.036580 -0.728867 -0.286043  -0.355
11 H -1.219791 -1.089424 0.728791  0.147
12 H 2.697446 1.026494 1.817525  0.072
13 H 1.611342 2.012175 0.811631  0.082
14 H -0.363155 1.136970 -1.279966  0.115
15 C 0.056047 -1.538954 -0.987852  -0.151
16 H 0.952003 1.038358 2.133037  0.085

Forces on atoms 1 to 3 (eV/Å):
-0.16 -0.21 -0.14
-0.11 -0.12 -0.22
-0.42 -0.08 -0.11


No. 2
C6H9N in the gas phase at a distorted geometry, computed with ωB97M-V with the def2-TZVPD basis set.

The value obtained for the total energy is -288.5815 hartree. The HOMO energy (alpha / beta) is -7.81 / -7.97 eV. The calculation puts the relative energy (zero: lowest compared OMol25 entry of this formula, charge and spin) at 125.83 kcal per mole. The value obtained for the largest force on an atom is 2.7 eV/Å. For the gap between HOMO and LUMO (alpha / beta), the calculation gives 7.874 / 7.615 eV. Its charge is 0.

Each line ends with the Löwdin charge.
Positions of all 16 atoms, in Å:
1 H -0.945678 0.504990 1.814177  0.116
2 H 1.205302 -2.458386 -0.767962  0.080
3 C -0.443814 0.035875 -0.459989  -0.295
4 N 1.091212 0.186611 1.035791  0.188
5 C 0.900909 -0.507539 0.010135  -0.406
6 H 2.065284 -1.186548 -1.634460  0.086
7 H -0.229494 0.743295 -1.265705  0.139
8 C -1.550302 -0.823019 -0.517039  0.059
9 H -1.051761 2.928084 1.636615  0.050
10 H 2.653468 -1.717509 -0.041908  0.079
11 H -2.541408 -0.460069 -0.283081  0.060
12 H -0.365561 2.850104 -0.079361  0.054
13 C -0.474225 0.991527 0.963911  -0.257
14 C 1.764533 -1.527007 -0.640330  -0.023
15 C -0.636912 2.335560 0.833327  0.015
16 H -1.441551 -1.895967 -0.604121  0.056

Forces on atoms 1 to 3 (eV/Å):
-0.11 -0.01 -0.14
0.07 0.05 0.01
1.42 0.89 1.15


No. 3
2 unconnected molecules or ions with the total composition C6H9N at a distorted geometry, computed with ωB97M-V with the def2-TZVPD basis set.

The value obtained for the total energy is -288.5989 hartree. The HOMO energy is -9.03 eV. The calculation puts the relative energy (zero: lowest compared OMol25 entry of this formula, charge and spin) at 114.89 kcal per mole. The value obtained for the largest force on an atom is 1.7 eV/Å. For the gap between HOMO and LUMO, the calculation gives 10.121 eV. The structure (SMILES) is C=C=C1C[C@@H]2N[C@H]12.[H][H]. Its charge is 0.

Each line ends with the Löwdin charge.
Positions of all 16 atoms, in Å:
1 H -0.761709 0.950529 2.718665  0.135
2 N -0.146090 1.960703 0.850294  0.058
3 C 0.426355 0.606548 0.775136  -0.200
4 H 3.165624 -0.337829 -1.072109  0.048
5 C -0.537972 -0.175208 -0.188012  -0.174
6 C -0.733773 0.883472 1.640807  -0.276
7 H -2.495687 0.730380 0.311106  0.112
8 H -2.091843 -0.768109 1.212890  0.116
9 H 0.197244 -1.246387 -3.170555  0.057
10 H 0.477419 -2.695624 -2.043123  0.061
11 C -1.694877 0.128357 0.735329  -0.085
12 C -0.288282 -0.917925 -1.217109  -0.074
13 C 0.173005 -1.662748 -2.174779  -0.011
14 H 2.429980 -0.443891 -0.965563  0.014
15 H 0.429736 2.529194 1.470688  0.095
16 H 1.450870 0.458539 1.116336  0.124

Forces on atoms 1 to 3 (eV/Å):
-0.05 -0.06 -0.03
-0.11 0.40 -0.09
-0.10 -0.43 -0.44


No. 4
C6H9N in the gas phase, computed with ωB97M-V with the def2-TZVPD basis set.

The value obtained for the total energy is -288.6699 hartree. The HOMO energy is -9.48 eV. The calculation puts the relative energy (zero: lowest compared OMol25 entry of this formula, charge and spin) at 70.37 kcal per mole. The value obtained for the largest force on an atom is 0.6 eV/Å. For the gap between HOMO and LUMO, the calculation gives 10.449 eV. The structure (SMILES) is CC#CC[C@H]1CN1. Its charge is 0.

Each line ends with the Löwdin charge.
Positions of all 16 atoms, in Å:
1 C -2.253492 0.961293 1.662863  -0.108
2 C -0.975947 0.684543 -0.658735  -0.047
3 C 0.165958 0.369333 -1.531145  -0.162
4 C 1.219592 -0.098759 -0.538592  -0.363
5 H -2.067410 0.050941 2.244422  0.078
6 C 1.265018 -1.514657 -0.132848  -0.149
7 H -3.333997 1.117234 1.606563  0.072
8 H 3.141942 -0.731916 -0.392031  0.088
9 H 0.498894 1.243034 -2.104924  0.114
10 H -0.059771 -0.427228 -2.250552  0.118
11 H 0.630855 -2.229644 -0.652857  0.105
12 N 2.327389 -0.937326 -0.965129  0.020
13 H 1.409678 0.637718 0.242190  0.141
14 C -1.620008 0.833670 0.350718  -0.086
15 H 1.461107 -1.757913 0.909059  0.102
16 H -1.809808 1.799678 2.210998  0.077

Forces on atoms 1 to 3 (eV/Å):
-0.06 0.02 0.08
-0.26 0.06 0.53
0.02 -0.03 -0.01


No. 5
A molecular structure, C6H9N at a distorted geometry, computed with ωB97M-V with the def2-TZVPD basis set.

The value obtained for the total energy is -288.6561 hartree. The HOMO energy is -9.00 eV. The calculation puts the relative energy (zero: lowest compared OMol25 entry of this formula, charge and spin) at 79.04 kcal per mole. The value obtained for the largest force on an atom is 4.0 eV/Å. For the gap between HOMO and LUMO, the calculation gives 10.097 eV. Its charge is 0.

Each line ends with the Löwdin charge.
Positions of all 16 atoms, in Å:
1 H -2.144508 -0.225313 -1.383961  0.085
2 C 0.242743 0.404632 1.002278  -0.263
3 C 1.569553 0.932311 0.554555  -0.057
4 H 2.161069 1.718238 1.034558  0.101
5 C 1.872105 0.284092 -0.610514  0.017
6 C -1.858689 -0.183240 -0.314047  -0.097
7 C 0.610249 -0.676850 -0.547806  -0.289
8 C -0.504489 0.382403 -0.306462  -0.320
9 H -0.444758 1.302195 -0.937181  0.149
10 H 0.492148 -1.387943 -1.363050  0.131
11 N 0.553340 -1.096110 0.861633  0.035
12 H 2.718398 0.163090 -1.255142  0.086
13 H -0.206932 0.764914 1.859155  0.115
14 H -2.119012 -1.196425 0.146664  0.098
15 H -2.604216 0.498158 0.142063  0.082
16 H -0.337001 -1.684152 1.117256  0.128

Forces on atoms 1 to 3 (eV/Å):
-0.17 -0.28 0.48
1.21 -0.91 -0.61
2.23 0.99 -1.52


No. 6
C6H9N in the gas phase at a distorted geometry, computed with ωB97M-V with the def2-TZVPD basis set.

The value obtained for the total energy is -288.6329 hartree. The HOMO energy is -9.17 eV. The calculation puts the relative energy (zero: lowest compared OMol25 entry of this formula, charge and spin) at 93.57 kcal per mole. The value obtained for the largest force on an atom is 1.1 eV/Å. For the gap between HOMO and LUMO, the calculation gives 10.163 eV. The structure (SMILES) is C#CC[C@]1(C)CN1. Its charge is 0.

Each line ends with the Löwdin charge.
Positions of all 16 atoms, in Å:
1 C 3.064516 -0.881555 0.349964  0.103
2 H -1.442134 2.232361 0.051114  0.078
3 H 0.715827 0.000200 -1.625819  0.109
4 H 0.175656 -1.494526 -0.852147  0.125
5 H 4.046992 -1.047710 0.746285  0.025
6 C -1.318474 1.283180 -0.472809  -0.034
7 H -0.893383 1.422693 -1.461817  0.063
8 C -0.446847 0.222141 0.234571  -0.426
9 C 0.598686 -0.505765 -0.658332  -0.145
10 H -2.228427 0.065168 1.141023  0.081
11 C 1.958117 -0.694307 -0.096898  -0.145
12 H -0.447565 0.427826 2.533441  0.108
13 H -2.335328 0.878912 -0.662920  0.085
14 H 0.274325 -1.086265 1.790399  0.102
15 C -0.350147 -0.203947 1.658803  -0.140
16 N -1.502738 -0.618853 0.896875  0.011

Forces on atoms 1 to 3 (eV/Å):
-0.60 0.13 -0.24
0.25 0.03 -0.08
-0.17 -0.09 0.21


No. 7
A molecular structure, C6H9N, computed with ωB97M-V with the def2-TZVPD basis set.

The value obtained for the total energy is -288.5046 hartree. The HOMO energy is -8.74 eV. The calculation puts the relative energy (zero: lowest compared OMol25 entry of this formula, charge and spin) at 174.09 kcal per mole. The value obtained for the largest force on an atom is 0.5 eV/Å. For the gap between HOMO and LUMO, the calculation gives 9.694 eV. Its charge is 0.

Each line ends with the Löwdin charge.
Positions of all 16 atoms, in Å:
1 C 0.490927 -0.088578 -0.667535  -0.270
2 C -1.665953 1.493724 0.386835  -0.098
3 H -1.934410 -0.325659 -0.706185  0.081
4 H 1.203485 2.011702 1.734842  0.077
5 H 2.288626 -1.415077 -0.797824  0.101
6 H 0.994428 0.578597 -1.370566  0.110
7 C -0.869456 1.679649 1.320943  -0.119
8 H 0.436304 0.506631 0.590678  0.100
9 C -1.458866 0.653107 -0.699777  -0.043
10 H 1.204208 -1.772847 0.635770  0.099
11 C 0.377819 1.298984 1.773681  -0.076
12 H 0.445344 0.588636 2.600016  0.077
13 N 0.130795 -1.426811 -1.187526  -0.030
14 H 0.397594 -1.507378 -2.165616  0.095
15 H -1.336459 1.085939 -1.693317  0.087
16 C 1.299219 -1.321042 -0.350402  -0.190

Forces on atoms 1 to 3 (eV/Å):
0.14 0.17 -0.07
0.45 -0.07 0.28
0.06 0.16 0.02